No. 1
{"formula": "C20H36AsBiBrISi3", "method": "ωB97M-V/def2-TZVPD", "homo_lumo_gap_ev": 5.99, "homo_energy_ha": -0.5070, "e_lumo_ev": -7.80, "largest_force_ev_per_a": 1.705, "total_charge": 2, "total_energy_ha": -6973.78263, "elements": ["Bi", "C", "C", "C", "C", "C", "H", "H", "H", "H", "H", "C", "Si", "C", "C", "As", "Si", "C", "C", "C", "Si", "C", "C", "C", "H", "H", "H", "H", "H", "H", "H", "H", "H", "H", "H", "H", "H", "H", "H", "H", "H", "H", "H", "H", "H", "H", "H", "H", "H", "H", "H", "Br", "C", "C", "C", "C", "C", "C", "I", "H", "H", "H", "H"], "coordinates": [[0.18185, -0.25989, -0.00457], [-1.62110, -0.91473, 1.41520], [-2.59981, -1.05749, 0.39070], [-2.97227, 0.21236, -0.06867], [-2.26383, 1.17215, 0.64088], [-1.39381, 0.51632, 1.57734], [-1.34505, -1.67417, 2.13191], [-2.99403, -1.99927, 0.03715], [-3.67259, 0.40431, -0.86678], [-2.32304, 2.24275, 0.50684], [-0.96600, 0.97968, 2.45513], [3.58967, -1.86155, 4.53115], [1.93875, -1.04636, 4.17849], [1.81966, 0.77309, 4.60567], [0.45374, -2.08978, 4.64899], [2.02907, -1.07471, 1.62015], [2.21149, -3.41219, 0.82936], [2.41650, -3.27675, -1.03436], [0.52905, -4.12842, 1.29312], [3.64379, -4.25709, 1.69451], [3.97777, 0.17358, 0.81727], [3.68867, 1.89340, 1.52512], [3.91899, 0.20613, -1.06162], [5.54023, -0.63090, 1.48010], [3.80567, -1.86785, 5.60142], [4.39935, -1.33197, 4.02685], [3.58886, -2.89606, 4.18688], [1.69162, 0.90328, 5.68276], [0.97182, 1.25362, 4.11498], [2.72583, 1.30435, 4.31238], [0.39153, -2.17347, 5.73678], [0.53952, -3.10118, 4.25036], [-0.48415, -1.64932, 4.30723], [1.59749, -2.72588, -1.50416], [2.42870, -4.27401, -1.48033], [3.35713, -2.79523, -1.30294], [-0.16220, -4.11027, 0.44759], [0.07161, -3.58255, 2.11924], [0.62270, -5.17039, 1.60535], [4.48469, -3.58605, 1.86617], [4.00252, -5.08842, 1.08381], [3.33199, -4.67115, 2.65433], [2.63653, 2.07789, 1.74316], [4.01340, 2.65850, 0.81578], [4.25961, 2.04474, 2.44314], [2.98864, 0.62607, -1.44666], [4.07525, -0.77267, -1.51621], [4.72742, 0.85065, -1.41699], [5.82208, -0.19254, 2.43838], [6.36971, -0.47010, 0.78918], [5.43042, -1.70667, 1.61633], [0.70927, 5.01433, 1.62226], [2.00122, 5.41108, 0.29535], [2.85473, 6.48262, 0.50902], [3.81438, 6.80684, -0.43746], [3.91881, 6.06961, -1.60579], [3.06238, 5.00310, -1.83349], [2.10811, 4.67697, -0.88467], [0.81629, 3.06069, -1.28945], [2.75753, 7.06528, 1.41463], [4.46447, 7.65094, -0.25310], [4.66182, 6.31386, -2.35228], [3.13996, 4.43766, -2.75218]], "atomic_forces_ev_per_a": [[-0.95, 0.46, -0.31], [-0.25, 0.09, 0.13], [0.18, -0.05, 0.00], [-0.10, 0.08, -0.13], [0.10, 0.02, -0.10], [-0.06, -0.14, 0.06], [0.08, -0.02, -0.08], [0.04, -0.01, -0.01], [0.01, 0.02, 0.01], [0.01, 0.00, 0.00], [0.13, 0.01, -0.07], [-0.33, 0.18, -0.18], [-0.01, 0.03, -0.33], [0.03, -0.32, -0.11], [0.26, 0.23, -0.16], [1.31, -0.63, 0.88], [-0.26, -0.06, -0.10], [0.09, 0.01, 0.34], [0.22, 0.08, -0.07], [-0.22, 0.26, -0.04], [0.20, 0.40, -0.05], [0.09, -0.20, -0.09], [-0.05, -0.24, 0.27], [-0.34, 0.00, -0.03], [-0.07, 0.05, 0.03], [0.01, 0.00, 0.05], [0.00, 0.00, 0.02], [0.01, -0.07, 0.02], [-0.02, -0.01, 0.00], [0.00, -0.02, 0.00], [0.06, 0.04, 0.02], [0.00, 0.00, 0.02], [0.00, 0.01, 0.02], [0.00, -0.01, -0.03], [-0.04, -0.04, 0.05], [-0.02, -0.01, -0.01], [0.01, 0.05, -0.02], [0.00, -0.06, 0.01], [0.04, -0.01, -0.02], [0.02, -0.06, -0.01], [-0.05, 0.01, -0.07], [-0.02, 0.03, 0.01], [-0.06, 0.09, 0.00], [0.01, -0.02, -0.04], [-0.04, -0.04, 0.02], [-0.04, 0.05, -0.03], [-0.01, 0.02, 0.03], [0.01, 0.05, 0.08], [-0.02, -0.01, 0.01], [-0.03, 0.04, -0.05], [0.07, 0.02, -0.03], [0.10, 0.00, -0.03], [-0.10, -0.16, -0.10], [-0.03, 0.00, 0.05], [-0.06, 0.03, 0.03], [0.03, -0.01, -0.02], [0.05, -0.08, -0.11], [-0.13, -0.15, 0.35], [0.08, 0.08, -0.06], [0.01, -0.01, 0.00], [0.04, -0.02, -0.05], [0.00, 0.05, 0.01], [-0.03, -0.02, 0.01]], "nbo_charge": [1.25, -0.45, -0.12, -0.28, -0.14, -0.44, 0.27, 0.26, 0.27, 0.27, 0.28, -1.14, 1.61, -1.14, -1.15, -0.68, 1.52, -1.13, -1.14, -1.13, 1.51, -1.14, -1.13, -1.13, 0.28, 0.25, 0.25, 0.28, 0.25, 0.26, 0.28, 0.25, 0.24, 0.23, 0.28, 0.25, 0.25, 0.23, 0.28, 0.25, 0.28, 0.26, 0.24, 0.27, 0.26, 0.24, 0.25, 0.28, 0.26, 0.28, 0.24, 0.08, -0.12, -0.22, -0.17, -0.19, -0.22, -0.19, 0.19, 0.25, 0.24, 0.24, 0.24]}



No. 2
{"formula": "C20H36Cl2N2O3PZn", "method": "ωB97M-V/def2-TZVPD", "homo_lumo_gap_ev": 2.18, "homo_energy_ha": -0.0017, "e_lumo_ev": 2.13, "largest_force_ev_per_a": 2.605, "total_charge": -1, "total_energy_ha": -4159.85693, "elements": ["O", "C", "C", "C", "H", "C", "H", "C", "H", "C", "H", "C", "H", "H", "C", "C", "H", "H", "H", "C", "C", "H", "H", "H", "H", "Zn", "Cl", "Cl", "H", "H", "C", "C", "N", "H", "C", "O", "H", "H", "H", "H", "H", "H", "C", "C", "N", "H", "C", "O", "H", "H", "H", "H", "C", "P", "C", "C", "H", "H", "H", "H", "H", "H", "H", "H", "H"], "coordinates": [[0.55064, -0.25850, -2.14042], [-0.61133, 0.30524, -2.37382], [-0.42131, 1.74212, -2.93377], [0.24745, 2.71964, -2.21529], [0.51495, 2.50488, -1.16143], [0.56675, 3.94678, -2.79795], [1.09343, 4.69207, -2.19044], [0.17390, 4.19837, -4.11593], [0.38622, 5.17084, -4.56728], [-0.52422, 3.22594, -4.83497], [-0.87682, 3.41987, -5.84994], [-0.79858, 1.98415, -4.25395], [-1.31412, 1.17454, -4.79218], [-1.12842, -0.32538, -3.14793], [-2.56604, -1.06628, -1.20855], [-1.77605, 0.23601, -1.17842], [-3.58722, -0.88350, -1.59862], [-2.62490, -1.51295, -0.19353], [-2.05101, -1.77772, -1.86977], [-2.36162, 1.41130, -0.75764], [-3.77891, 1.51005, -0.30000], [-1.86850, 2.36935, -0.94751], [-4.44260, 1.84194, -1.12457], [-3.84827, 2.25259, 0.50748], [-4.16383, 0.55172, 0.08441], [-0.70871, 0.08542, 0.56465], [0.49009, 1.82904, 1.18875], [-2.13424, -0.09875, 2.65900], [4.83259, 1.74824, -2.06430], [5.06964, 1.73653, 0.51483], [3.75107, 1.74995, -1.84351], [3.98794, 1.56308, 0.60903], [3.46999, 1.00952, -0.62603], [3.20845, 1.27604, -2.67225], [2.93221, -0.23387, -0.65709], [2.61842, -0.90268, 0.34281], [3.78883, 0.86612, 1.42356], [2.78347, -0.61958, -1.68745], [3.42501, 2.79491, -1.74446], [3.50732, 2.52579, 0.82198], [-0.47363, -5.19710, 1.64284], [1.35886, -5.69334, -0.34029], [-0.95637, -4.64176, 0.82696], [0.77033, -4.97757, -0.93077], [0.04640, -4.05818, -0.06332], [-1.59173, -3.85560, 1.23412], [0.28264, -2.74084, -0.09619], [-0.40199, -1.92618, 0.59680], [1.44020, -4.41710, -1.59039], [1.10951, -2.41132, -0.74164], [-1.55108, -5.36537, 0.25716], [0.05829, -5.55857, -1.53338], [-1.58694, -1.42487, 5.29063], [-0.73197, -0.25826, 4.24714], [-0.62657, 1.40378, 4.86436], [0.80477, -0.86473, 3.59107], [-2.59321, -1.02906, 5.51531], [-1.03045, -1.58388, 6.22964], [-1.69112, -2.38641, 4.75496], [-0.19351, 1.33377, 5.87377], [0.00116, 2.01262, 4.20015], [-1.62959, 1.84194, 4.91682], [1.39433, -1.23774, 4.44319], [0.62795, -1.66773, 2.86250], [1.35201, -0.05935, 3.08111]], "atomic_forces_ev_per_a": [[0.84, -0.42, 1.20], [-0.21, 0.03, 0.01], [-0.46, -0.98, -0.32], [0.39, 0.22, 0.72], [-0.02, 0.21, -0.87], [-0.22, -0.29, 0.12], [-0.21, -0.18, -0.39], [-0.06, 0.20, 0.00], [-0.05, -0.32, 0.07], [-0.07, -0.20, -0.03], [0.24, 0.06, 0.22], [-0.04, 0.20, 0.21], [0.23, 0.54, 0.10], [-0.66, 0.69, 0.04], [-0.26, -0.01, 0.40], [-0.64, 1.35, -2.13], [0.45, -0.24, 0.22], [-0.33, 0.02, -0.72], [-0.13, 0.14, 0.28], [-0.19, -1.05, -0.97], [-0.17, -0.05, 0.79], [0.12, -0.43, 0.23], [0.46, -0.12, 0.28], [-0.18, -0.11, -0.16], [0.08, 0.37, -0.16], [1.36, -0.23, 0.02], [0.17, 0.04, 0.50], [0.65, -0.17, 0.83], [-0.23, 0.02, 0.05], [-0.12, -0.09, 0.03], [0.02, -0.35, -0.09], [-0.16, 0.21, -0.03], [0.25, -0.24, 0.12], [0.09, 0.24, 0.20], [-0.51, -0.53, 0.47], [0.63, 0.74, -1.01], [-0.01, 0.11, -0.12], [-0.09, 0.27, 0.44], [-0.05, -0.31, -0.01], [0.02, -0.18, 0.06], [-0.03, 0.27, -0.10], [-0.10, 0.22, -0.05], [0.05, -0.23, -0.14], [0.10, -0.02, 0.09], [0.05, 0.60, 0.02], [0.10, -0.15, -0.01], [-0.54, 0.29, 0.46], [0.80, -0.71, -0.46], [-0.16, -0.11, 0.14], [-0.45, 0.12, 0.15], [-0.05, 0.22, 0.04], [0.14, 0.24, 0.08], [-0.05, -0.10, 0.32], [-1.05, -0.14, -0.73], [0.21, 0.21, 0.23], [0.35, 0.09, -0.28], [0.26, 0.00, -0.07], [-0.06, 0.13, -0.29], [0.08, 0.18, -0.06], [-0.06, 0.10, -0.22], [-0.02, -0.17, 0.04], [-0.02, -0.15, 0.06], [-0.21, 0.03, -0.19], [-0.09, -0.04, 0.27], [-0.18, -0.07, 0.12]], "nbo_charge": [-0.94, 0.15, 0.05, -0.27, 0.24, -0.21, 0.20, -0.25, 0.20, -0.23, 0.20, -0.24, 0.20, 0.11, -0.68, -0.37, 0.21, 0.23, 0.23, -0.09, -0.72, 0.23, 0.24, 0.23, 0.22, 1.42, -0.83, -0.41, 0.17, 0.18, -0.41, -0.42, -0.43, 0.23, 0.56, -0.70, 0.24, 0.15, 0.20, 0.20, 0.20, 0.20, -0.54, -0.40, -0.39, 0.24, 0.57, -0.83, 0.22, 0.21, 0.20, 0.20, -1.61, 1.56, -1.23, -1.15, 0.25, 0.26, 0.24, 0.26, 0.28, 0.26, 0.27, 0.28, 0.29]}



No. 3
{"formula": "C20H36ClFNO11", "method": "ωB97M-V/def2-TZVPD", "homo_lumo_gap_ev": 7.73, "homo_energy_ha": -0.1903, "e_lumo_ev": 2.55, "largest_force_ev_per_a": 1.208, "total_charge": -1, "total_energy_ha": -2226.24330, "elements": ["N", "C", "F", "C", "C", "O", "Cl", "C", "O", "O", "H", "H", "H", "H", "O", "C", "O", "C", "C", "C", "H", "H", "H", "H", "H", "H", "H", "H", "O", "C", "O", "C", "C", "C", "H", "H", "H", "H", "H", "H", "H", "H", "O", "C", "O", "C", "C", "C", "H", "H", "H", "H", "H", "H", "H", "H", "O", "C", "O", "C", "C", "C", "H", "H", "H", "H", "H", "H", "H", "H"], "coordinates": [[0.57605, 1.74806, 0.73577], [-0.73303, 1.25469, 0.42273], [-0.59143, 0.58497, -0.82492], [-1.34730, 0.17934, 1.37920], [-0.63871, -0.03890, 2.66553], [0.47586, -0.36742, 2.86069], [-1.68986, 0.25612, 4.12370], [-1.78561, 2.42534, 0.18773], [-1.31943, 3.48651, -0.23755], [-2.99518, 2.09612, 0.40129], [1.26751, 1.01217, 0.67033], [0.63225, 2.21204, 1.63072], [-2.40112, 0.40199, 1.54217], [-1.29266, -0.80008, 0.87864], [-3.08050, -1.95929, -0.94337], [-3.51947, -1.32180, -1.86405], [-4.06846, -2.04296, -2.88701], [-4.74022, -1.41850, -3.97990], [-3.78240, -0.96115, -5.06179], [-3.44671, 0.17396, -1.95809], [-5.37163, -0.60211, -3.62818], [-5.40363, -2.19169, -4.36905], [-3.09733, -0.20031, -4.68994], [-4.33438, -0.54476, -5.90591], [-3.18729, -1.80403, -5.41436], [-2.46477, 0.45080, -2.34316], [-3.53358, 0.62398, -0.96593], [-4.21255, 0.60200, -2.59955], [-0.73265, -2.95643, 1.69990], [-0.79928, -3.93691, 1.01551], [-0.73530, -5.14819, 1.63086], [-0.95286, -6.36880, 0.92623], [0.30071, -6.87058, 0.23780], [-0.89057, -3.85575, -0.48757], [-1.78656, -6.26804, 0.22996], [-1.26400, -7.07444, 1.69626], [0.64257, -6.17305, -0.52627], [0.11223, -7.83465, -0.23695], [1.10340, -6.98998, 0.96577], [0.11752, -3.71331, -0.87843], [-1.48627, -2.98296, -0.74386], [-1.33399, -4.72631, -0.96368], [3.09844, 1.94362, 2.73395], [3.32209, 1.33606, 3.74256], [4.47743, 0.62609, 3.82025], [4.87916, -0.03888, 5.01585], [4.24660, -1.40943, 5.15040], [2.32916, 1.28214, 4.87852], [4.68486, 0.58667, 5.88875], [5.96128, -0.13167, 4.92471], [3.16134, -1.34470, 5.22276], [4.62227, -1.91384, 6.04216], [4.48526, -2.01654, 4.27736], [1.58380, 0.52722, 4.63010], [1.82816, 2.24571, 4.92663], [2.75908, 1.06267, 5.85304], [1.47325, 2.52367, -4.38397], [1.37071, 3.49509, -3.68301], [1.55926, 4.70678, -4.28584], [1.30513, 5.93255, -3.59837], [2.48251, 6.37963, -2.75534], [1.10597, 3.44081, -2.20345], [0.39143, 5.86031, -3.00836], [1.11948, 6.65559, -4.39354], [2.69590, 5.66392, -1.96270], [2.27282, 7.34668, -2.29576], [3.37427, 6.47254, -3.37700], [2.05007, 3.25946, -1.68896], [0.44207, 2.61179, -1.98215], [0.64356, 4.32748, -1.78583]], "atomic_forces_ev_per_a": [[-0.24, -0.17, -0.58], [-0.03, -0.04, 0.50], [0.02, 0.27, 0.21], [-0.22, -0.47, -0.35], [-0.16, 0.18, -0.16], [0.45, -0.11, 0.01], [-0.09, 0.04, 0.16], [-1.02, -0.38, 0.03], [-0.04, 0.05, 0.06], [1.11, 0.45, -0.18], [-0.02, -0.05, 0.34], [0.04, 0.06, -0.05], [0.23, 0.10, -0.07], [0.06, 0.25, 0.10], [-0.29, 0.23, 0.01], [0.01, 0.05, -0.17], [-0.05, 0.07, 0.11], [-0.02, 0.02, -0.13], [0.08, -0.02, 0.07], [-0.33, -0.08, 0.02], [0.01, 0.00, 0.00], [0.01, -0.01, 0.02], [-0.03, 0.03, 0.00], [-0.01, -0.01, 0.00], [-0.02, 0.00, -0.02], [0.02, -0.02, 0.02], [0.14, -0.08, -0.02], [0.06, 0.03, -0.05], [0.04, -0.11, 0.18], [0.03, 0.13, -0.26], [-0.07, -0.05, 0.06], [-0.01, -0.06, -0.02], [0.05, 0.08, 0.02], [0.02, -0.10, 0.02], [0.02, 0.01, -0.01], [0.00, 0.00, 0.01], [-0.03, -0.01, -0.02], [-0.01, -0.01, 0.01], [0.00, -0.02, 0.00], [0.07, -0.04, 0.02], [0.19, -0.15, 0.11], [0.05, -0.02, -0.01], [0.10, 0.06, 0.00], [-0.24, -0.16, -0.04], [0.01, 0.15, 0.00], [0.04, -0.12, 0.07], [-0.07, 0.02, -0.06], [0.17, 0.16, 0.15], [-0.01, -0.01, -0.01], [0.00, 0.01, -0.02], [0.00, 0.01, 0.02], [0.02, 0.01, 0.00], [0.01, -0.01, 0.01], [0.00, -0.03, -0.01], [-0.04, -0.01, -0.07], [-0.03, -0.04, -0.04], [0.01, 0.00, 0.06], [0.07, 0.02, 0.00], [-0.07, 0.02, 0.03], [-0.01, 0.09, 0.01], [0.06, -0.09, -0.03], [-0.14, -0.02, -0.17], [0.01, -0.01, 0.01], [0.01, -0.01, -0.01], [-0.04, 0.01, 0.03], [-0.01, 0.01, -0.01], [-0.01, 0.02, 0.00], [0.01, -0.03, 0.01], [0.08, -0.07, 0.00], [0.01, -0.02, 0.07]], "nbo_charge": [-0.84, 0.41, -0.39, -0.63, 0.64, -0.53, -0.17, 0.72, -0.73, -0.79, 0.37, 0.38, 0.29, 0.30, -0.61, 0.82, -0.52, -0.07, -0.64, -0.78, 0.18, 0.18, 0.22, 0.21, 0.21, 0.27, 0.31, 0.20, -0.57, 0.81, -0.52, -0.07, -0.64, -0.76, 0.18, 0.19, 0.21, 0.21, 0.21, 0.24, 0.30, 0.21, -0.57, 0.80, -0.51, -0.07, -0.64, -0.76, 0.17, 0.19, 0.22, 0.21, 0.22, 0.28, 0.25, 0.21, -0.59, 0.80, -0.53, -0.07, -0.64, -0.75, 0.19, 0.18, 0.22, 0.21, 0.21, 0.24, 0.28, 0.24]}